{"formula": "C12H24Cl12F6MgN3O12S6", "method": "wB97M-V/def2-TZVPD", "gap_ev": 7.005, "total_charge": -1, "e_above_lowest_kcal_mol": 116.70, "symbols": ["Mg", "N", "S", "O", "O", "F", "S", "O", "O", "F", "N", "S", "O", "O", "F", "S", "O", "O", "F", "N", "S", "O", "O", "F", "S", "O", "O", "F", "Cl", "C", "C", "Cl", "H", "H", "H", "H", "Cl", "C", "C", "Cl", "H", "H", "H", "H", "Cl", "C", "C", "Cl", "H", "H", "H", "H", "Cl", "C", "C", "Cl", "H", "H", "H", "H", "Cl", "C", "C", "Cl", "H", "H", "H", "H", "Cl", "C", "C", "Cl", "H", "H", "H", "H"], "xyz": [[7.721, -2.719, 13.712], [6.299, -1.544, 13.732], [4.834, -1.600, 14.148], [4.021, -2.173, 13.147], [4.236, -0.712, 15.166], [5.091, -2.895, 15.094], [6.105, 0.118, 13.222], [6.901, 1.059, 14.048], [4.846, 0.598, 12.653], [7.044, -0.099, 11.938], [8.277, -4.391, 13.303], [7.278, -5.828, 13.026], [7.210, -6.794, 14.141], [7.081, -6.302, 11.672], [5.933, -4.998, 13.238], [9.489, -5.357, 12.939], [9.708, -5.759, 11.546], [10.007, -6.144, 14.037], [10.484, -4.124, 13.018], [9.649, 1.018, 13.729], [10.218, -0.466, 12.967], [10.849, -0.500, 11.656], [9.330, -1.539, 13.251], [11.416, -0.722, 14.060], [10.343, 1.852, 12.643], [9.562, 1.985, 11.395], [11.750, 2.029, 12.536], [9.950, 3.213, 13.482], [13.992, -1.796, 9.646], [13.809, -3.563, 9.782], [12.607, -3.881, 10.602], [11.113, -3.232, 9.947], [14.696, -3.966, 10.271], [13.744, -3.921, 8.755], [12.666, -3.466, 11.609], [12.455, -4.959, 10.660], [7.985, -3.711, 6.694], [7.783, -2.797, 8.295], [7.427, -3.767, 9.344], [7.190, -2.974, 10.930], [7.062, -1.987, 8.180], [8.804, -2.452, 8.457], [8.190, -4.527, 9.514], [6.495, -4.293, 9.138], [4.379, -8.125, 8.744], [6.134, -8.152, 9.034], [6.501, -9.459, 9.679], [6.270, -10.899, 8.544], [6.423, -7.303, 9.653], [6.660, -8.037, 8.086], [5.970, -9.624, 10.616], [7.574, -9.482, 9.873], [11.645, -8.751, 18.067], [11.232, -7.323, 17.022], [9.742, -6.924, 17.142], [9.393, -6.422, 18.789], [11.326, -7.571, 15.965], [11.918, -6.509, 17.254], [9.103, -7.775, 16.902], [9.417, -6.115, 16.488], [14.431, -6.189, 12.524], [13.353, -5.895, 13.923], [13.626, -4.544, 14.560], [12.329, -4.130, 15.693], [13.496, -6.725, 14.615], [12.356, -5.932, 13.485], [13.603, -3.818, 13.748], [14.564, -4.427, 15.103], [6.936, -4.826, 16.753], [5.237, -5.374, 16.824], [5.120, -6.845, 17.219], [3.425, -7.367, 17.295], [4.769, -5.247, 15.848], [4.738, -4.692, 17.511], [5.543, -7.050, 18.202], [5.655, -7.458, 16.493]]}

***

{"formula": "C12H24Cl2LiO11", "method": "wB97M-V/def2-TZVPD", "gap_ev": 9.025, "total_charge": -1, "e_above_lowest_kcal_mol": 14.63, "symbols": ["Li", "Cl", "O", "O", "O", "O", "Cl", "O", "O", "O", "O", "C", "C", "C", "O", "C", "H", "H", "H", "H", "H", "H", "H", "H", "C", "C", "C", "O", "C", "H", "H", "H", "H", "H", "H", "H", "H", "C", "C", "C", "O", "C", "H", "H", "H", "H", "H", "H", "H", "H"], "xyz": [[5.353, 1.599, 5.913], [3.412, 1.964, 8.680], [3.335, 2.572, 9.991], [4.437, 2.530, 7.844], [3.654, 0.522, 8.739], [2.121, 2.183, 8.005], [6.280, 3.596, 4.058], [7.456, 4.438, 3.857], [5.649, 4.087, 5.260], [5.381, 3.669, 2.926], [6.624, 2.218, 4.264], [4.996, -2.679, 5.474], [6.414, -2.599, 4.939], [6.851, -1.158, 5.222], [5.774, -0.516, 5.848], [4.938, -1.500, 6.469], [4.843, -3.611, 6.020], [4.200, -2.513, 4.754], [6.363, -2.849, 3.874], [7.122, -3.340, 5.313], [7.109, -0.576, 4.331], [7.804, -1.111, 5.768], [3.890, -1.220, 6.547], [5.303, -1.788, 7.457], [1.690, 1.331, 3.386], [2.857, 0.923, 2.476], [3.815, 0.256, 3.474], [3.743, 1.143, 4.572], [2.433, 1.723, 4.680], [1.237, 0.355, 3.592], [0.989, 2.015, 2.922], [3.397, 1.795, 2.097], [2.569, 0.343, 1.598], [4.815, 0.117, 3.065], [3.508, -0.769, 3.718], [2.508, 2.810, 4.712], [1.948, 1.391, 5.595], [9.422, 1.524, 8.223], [8.391, 0.964, 9.228], [7.285, 0.462, 8.361], [7.283, 1.366, 7.274], [8.509, 2.060, 7.077], [10.079, 0.721, 7.887], [10.056, 2.295, 8.659], [7.976, 1.656, 9.960], [8.802, 0.119, 9.790], [6.317, 0.459, 8.868], [7.404, -0.545, 7.940], [8.407, 3.140, 7.177], [8.863, 1.834, 6.072]]}

***

{"formula": "C12H24Cl2N2PdS", "method": "wB97M-V/def2-TZVPD", "gap_ev": [3.481, 4.806], "spin_multiplicity": 5, "symbols": ["Pd", "Cl", "Cl", "C", "H", "H", "C", "C", "H", "C", "H", "C", "H", "H", "C", "H", "H", "C", "H", "H", "H", "H", "C", "C", "N", "C", "S", "N", "C", "C", "H", "H", "H", "H", "H", "H", "H", "H", "H", "H", "H", "H"], "xyz": [[0.545, -0.233, -1.731], [-0.080, -2.404, -2.347], [0.445, 2.136, -1.621], [2.274, -0.297, -2.783], [3.006, 0.424, -2.395], [2.445, -1.378, -2.671], [-1.063, 0.733, -2.213], [1.401, 0.170, -3.798], [-1.672, 0.946, -1.305], [0.912, -0.621, -4.912], [1.376, 1.243, -3.950], [-0.380, -0.095, -5.597], [1.718, -0.603, -5.651], [0.712, -1.650, -4.607], [-1.582, -0.142, -4.653], [-0.216, 0.912, -6.032], [-0.614, -0.757, -6.452], [-1.586, 1.007, -3.563], [-2.512, -0.029, -5.255], [-1.612, -1.123, -4.141], [-0.965, 1.863, -3.817], [-2.634, 1.299, -3.496], [-0.919, -2.100, 5.292], [0.202, -1.589, 4.392], [-0.417, -1.224, 3.117], [-0.060, -0.176, 2.342], [-0.581, -0.282, 0.724], [0.488, 0.905, 2.961], [-0.096, 1.502, 4.199], [1.008, 2.061, 5.062], [-1.719, -1.353, 5.400], [-0.519, -2.355, 6.285], [-1.358, -3.001, 4.830], [0.707, -0.722, 4.814], [0.972, -2.373, 4.242], [-0.739, -2.019, 2.555], [0.746, 1.616, 2.272], [-0.794, 2.296, 3.918], [-0.680, 0.737, 4.715], [1.426, 2.957, 4.600], [0.597, 2.358, 6.028], [1.817, 1.358, 5.244]]}

***

{"formula": "C12H24F2Li2NO16S2", "method": "wB97M-V/def2-TZVPD", "gap_ev": 10.026, "total_charge": 1, "symbols": ["Li", "Li", "N", "S", "O", "O", "F", "S", "O", "O", "F", "C", "O", "C", "O", "O", "C", "H", "H", "H", "H", "H", "H", "C", "O", "C", "O", "O", "C", "H", "H", "H", "H", "H", "H", "C", "O", "C", "O", "O", "C", "H", "H", "H", "H", "H", "H", "C", "O", "C", "O", "O", "C", "H", "H", "H", "H", "H", "H"], "xyz": [[2.167, -2.391, -0.639], [0.136, -0.621, -1.038], [0.988, -2.027, -2.199], [1.419, -1.211, -3.655], [0.384, -0.363, -4.112], [2.246, -1.943, -4.536], [2.415, -0.185, -2.964], [0.182, -3.241, -2.921], [1.003, -4.302, -3.342], [-1.016, -2.868, -3.589], [-0.454, -3.772, -1.520], [3.876, -0.243, 1.831], [3.822, 0.868, 0.948], [3.073, 0.784, -0.150], [2.394, -0.167, -0.451], [3.183, 1.811, -0.922], [4.032, 2.910, -0.632], [2.876, -0.500, 2.184], [4.459, 0.067, 2.693], [4.345, -1.119, 1.384], [4.049, 3.153, 0.434], [3.673, 3.794, -1.146], [5.074, 2.706, -0.875], [1.017, 2.724, 2.038], [-0.401, 2.625, 1.906], [-0.892, 1.825, 0.999], [-0.270, 1.266, 0.130], [-2.188, 1.595, 1.159], [-2.994, 2.516, 1.924], [1.330, 2.031, 2.825], [1.252, 3.743, 2.317], [1.522, 2.396, 1.135], [-2.647, 3.538, 1.845], [-3.081, 2.135, 2.938], [-3.996, 2.467, 1.500], [-2.253, -3.778, 1.641], [-1.099, -3.239, 0.961], [-0.357, -2.322, 1.485], [0.473, -1.701, 0.840], [-0.701, -2.035, 2.743], [0.206, -1.316, 3.547], [-2.967, -2.977, 1.830], [-1.953, -4.201, 2.595], [-2.690, -4.504, 0.969], [-0.350, -0.601, 4.161], [0.850, -0.619, 3.000], [0.845, -1.899, 4.206], [-4.161, -0.823, -1.049], [-3.963, 0.437, -1.676], [-2.736, 0.686, -2.082], [-1.778, -0.042, -1.963], [-2.720, 1.878, -2.655], [-1.458, 2.556, -2.780], [-5.227, -1.027, -0.983], [-3.629, -0.913, -0.107], [-3.846, -1.623, -1.731], [-1.593, 3.282, -3.570], [-0.686, 1.846, -3.085], [-1.184, 2.936, -1.800]]}

***

{"formula": "C12H24F3LiN3O4SV", "method": "wB97M-V/def2-TZVPD", "gap_ev": [6.930, 6.801], "total_charge": 2, "e_above_lowest_kcal_mol": 1.08, "symbols": ["N", "C", "O", "Li", "V", "N", "N", "C", "C", "C", "C", "C", "C", "C", "C", "H", "H", "H", "H", "H", "H", "H", "H", "H", "H", "H", "H", "H", "H", "H", "H", "H", "H", "C", "H", "H", "H", "C", "H", "H", "H", "F", "C", "F", "F", "S", "O", "O", "O"], "xyz": [[-1.712, 0.151, -1.390], [-2.866, -0.166, -1.815], [-3.938, -0.460, -2.213], [1.965, 0.790, -0.945], [-0.472, -0.133, 0.072], [-0.041, 1.638, 0.587], [1.441, -0.631, -0.672], [-1.122, 2.478, 1.128], [1.591, -1.430, -1.913], [-1.493, 3.533, 0.089], [-0.713, 3.158, 2.439], [-2.334, 1.595, 1.414], [3.050, -1.408, -2.385], [1.190, -2.882, -1.700], [0.713, -0.834, -3.004], [-0.660, 4.221, -0.092], [-2.355, 4.116, 0.436], [-1.760, 3.053, -0.861], [-0.339, 2.412, 3.151], [-1.591, 3.644, 2.886], [0.050, 3.929, 2.294], [-2.667, 1.074, 0.509], [-3.154, 2.236, 1.759], [-2.117, 0.863, 2.200], [3.440, -0.384, -2.508], [3.110, -1.891, -3.368], [3.713, -1.958, -1.707], [1.812, -3.369, -0.944], [1.316, -3.423, -2.649], [0.148, -2.968, -1.382], [-0.349, -0.889, -2.743], [0.877, -1.404, -3.929], [0.957, 0.219, -3.213], [2.345, -1.069, 0.401], [1.860, -1.008, 1.379], [2.695, -2.102, 0.259], [3.252, -0.429, 0.445], [1.244, 2.331, 0.360], [1.261, 3.291, 0.887], [2.109, 1.751, 0.754], [1.414, 2.582, -0.717], [-1.886, -2.782, 3.898], [-2.202, -2.725, 2.586], [-2.753, -3.897, 2.203], [-3.107, -1.730, 2.395], [-0.678, -2.378, 1.574], [-0.247, -1.035, 2.081], [0.233, -3.466, 1.778], [-1.227, -2.213, 0.189]]}

***

{"formula": "C12H24FO12Rb", "method": "wB97M-V/def2-TZVPD", "gap_ev": 8.115, "e_above_lowest_kcal_mol": 36.38, "symbols": ["Rb", "F", "C", "O", "C", "O", "O", "C", "H", "H", "H", "H", "H", "H", "C", "O", "C", "O", "O", "C", "H", "H", "H", "H", "H", "H", "C", "O", "C", "O", "O", "C", "H", "H", "H", "H", "H", "H", "C", "O", "C", "O", "O", "C", "H", "H", "H", "H", "H", "H"], "xyz": [[-3.779, 1.091, 0.699], [-1.379, 2.454, 1.541], [1.425, 1.087, 1.504], [2.019, -0.180, 1.192], [2.875, -0.259, 0.209], [3.108, 0.629, -0.572], [3.415, -1.464, 0.203], [4.085, -1.885, -0.955], [2.194, 1.844, 1.659], [0.677, 0.948, 2.265], [0.938, 1.411, 0.582], [4.278, -2.952, -0.953], [5.027, -1.357, -1.123], [3.502, -1.644, -1.849], [-0.500, 0.688, -1.584], [-0.019, -0.607, -1.266], [-0.857, -1.546, -0.895], [-2.038, -1.435, -0.626], [-0.183, -2.678, -0.785], [-0.854, -3.894, -0.523], [0.373, 1.323, -1.682], [-1.173, 0.993, -0.781], [-1.099, 0.759, -2.497], [-1.919, -3.853, -0.761], [-0.708, -4.161, 0.520], [-0.467, -4.649, -1.207], [2.985, 3.878, -4.419], [2.667, 3.763, -3.047], [1.403, 3.957, -2.714], [0.463, 3.995, -3.457], [1.361, 4.076, -1.384], [0.063, 4.177, -0.817], [2.599, 4.782, -4.886], [2.575, 2.987, -4.915], [4.051, 3.793, -4.617], [-0.514, 3.259, -0.870], [-0.578, 4.894, -1.340], [0.204, 4.536, 0.193], [-4.285, -4.376, 3.261], [-3.636, -3.288, 2.606], [-3.005, -2.401, 3.372], [-2.945, -2.423, 4.572], [-2.475, -1.477, 2.574], [-1.783, -0.417, 3.223], [-4.464, -4.155, 4.309], [-3.758, -5.311, 3.097], [-5.250, -4.452, 2.759], [-2.410, 0.274, 3.785], [-1.166, 0.114, 2.502], [-1.040, -0.850, 3.900]]}

***

Question: What is the formula in the fourth record?
Answer: C12H24F2Li2NO16S2

***

Question: What is the formula in the second record?
Answer: C12H24Cl2LiO11